# 1
{
  "formula": "C6H7O4P",
  "method": "ωB97M-V/def2-TZVPD",
  "homo_ev": 0.69,
  "smiles": "CCC#CC(=O)CP(=O)([O-])[O-]",
  "mol_weight_da": 174.1,
  "lumo_energy_ev": 5.863,
  "e_above_lowest_kcal_mol": 3.4,
  "max_force_ev_per_a": 4.47,
  "gap_ev": 5.172,
  "charge": -2,
  "symbols": ["C", "C", "C", "C", "C", "O", "C", "P", "O", "O", "O", "H", "H", "H", "H", "H", "H", "H"],
  "coordinates": [[-2.238, 1.016, 0.931], [-2.405, 0.002, -0.205], [-1.239, -0.795, -0.341], [-0.192, -1.397, -0.377], [1.169, -1.788, -0.251], [1.511, -2.852, 0.222], [2.074, -0.788, -0.851], [2.155, 0.865, 0.149], [0.804, 1.596, -0.005], [2.369, 0.452, 1.600], [3.339, 1.570, -0.454], [-2.104, 0.629, 1.861], [-2.937, 1.838, 0.843], [-1.300, 1.408, 0.660], [-3.211, -0.657, 0.029], [-2.742, 0.401, -1.097], [3.175, -0.994, -0.960], [1.771, -0.505, -1.752]],
  "forces_ev_per_angstrom": [[-0.202, 1.092, -3.510], [-0.997, -0.800, 2.313], [1.925, -1.131, -0.404], [-2.222, 0.776, 0.392], [2.129, 0.234, -1.308], [-0.029, -0.931, 0.731], [2.465, -0.636, 3.459], [-1.024, 1.425, 2.070], [0.209, -0.582, -0.752], [0.075, -0.731, -0.167], [0.622, 0.056, -1.034], [-0.125, -1.348, 2.669], [-0.527, 0.016, 0.329], [1.712, 1.142, 0.076], [-0.967, -0.850, 0.397], [-0.145, 1.438, -1.989], [-1.136, -0.558, 0.593], [-1.763, 1.388, -3.865]]
}

---

# 2
{
  "formula": "C5H8O",
  "method": "ωB97M-V/def2-TZVPD",
  "homo_ev": -9.57,
  "mol_weight_da": 84.1,
  "lumo_energy_ev": 1.072,
  "e_above_lowest_kcal_mol": 55.6,
  "max_force_ev_per_a": 0.42,
  "gap_ev": 10.640,
  "charge": 0,
  "symbols": ["C", "C", "C", "C", "O", "C", "H", "H", "H", "H", "H", "H", "H", "H"],
  "coordinates": [[-0.696, -0.870, -1.105], [0.309, -1.431, -0.136], [-0.058, 0.027, -0.092], [1.009, 1.122, -0.033], [0.567, 1.465, 1.293], [-0.685, 0.803, 1.055], [-0.447, -0.827, -2.162], [-1.733, -1.130, -0.904], [-0.013, -2.126, 0.636], [1.290, -1.663, -0.550], [2.049, 0.783, -0.054], [0.884, 1.984, -0.704], [-1.083, 0.275, 1.928], [-1.428, 1.541, 0.708]],
  "forces_ev_per_angstrom": [[-0.124, 0.103, -0.153], [0.080, -0.080, 0.160], [0.066, -0.117, 0.068], [0.244, -0.057, -0.335], [0.075, 0.166, 0.092], [-0.310, -0.226, 0.085], [0.045, 0.113, 0.172], [0.133, 0.157, -0.103], [-0.075, 0.205, -0.079], [-0.171, 0.130, 0.169], [-0.110, 0.072, 0.017], [-0.090, -0.217, -0.047], [0.180, -0.011, -0.061], [0.056, -0.240, 0.014]]
}

---

# 3
{
  "formula": "C7H14NOP",
  "method": "ωB97M-V/def2-TZVPD",
  "homo_ev": -8.52,
  "smiles": "C[C@@H]1CCN(P)[C@]12O[C@@H]2C",
  "mol_weight_da": 159.2,
  "lumo_energy_ev": 1.025,
  "e_above_lowest_kcal_mol": 61.2,
  "max_force_ev_per_a": 5.43,
  "gap_ev": 9.545,
  "charge": 0,
  "symbols": ["C", "C", "C", "C", "N", "P", "C", "O", "C", "C", "H", "H", "H", "H", "H", "H", "H", "H", "H", "H", "H", "H", "H", "H"],
  "coordinates": [[-0.478, -2.162, -0.128], [-0.828, -0.649, -0.313], [-0.727, -0.005, -1.766], [0.809, 0.236, -1.814], [1.117, 0.908, -0.521], [2.748, 1.158, -0.009], [0.220, 0.301, 0.435], [0.864, -0.216, 1.535], [0.137, 1.011, 1.826], [-1.156, 1.062, 2.705], [0.250, -2.475, -0.735], [-1.363, -2.620, -0.350], [-0.236, -2.514, 0.853], [-1.721, -0.319, 0.162], [-1.491, 0.828, -1.636], [-1.065, -0.849, -2.517], [1.322, -0.686, -2.032], [0.893, 0.841, -2.749], [3.069, 1.815, -1.177], [3.477, -0.088, -0.585], [0.810, 1.914, 1.688], [-1.659, 0.093, 2.821], [-1.651, 1.895, 2.404], [-0.696, 1.230, 3.681]],
  "forces_ev_per_angstrom": [[-1.720, 3.333, 1.880], [2.436, 1.650, 0.857], [-1.075, -3.292, 1.566], [-1.996, 2.254, -1.494], [-0.226, -1.167, -1.549], [0.469, -1.706, -0.650], [-0.592, 0.207, 0.886], [0.244, -0.206, 1.846], [-0.739, -0.530, -3.554], [4.611, -2.701, 0.983], [2.842, -1.062, -2.611], [-2.294, -1.728, -0.949], [0.252, 0.502, 0.899], [-1.232, -0.633, 0.228], [1.573, -0.499, -1.153], [0.544, 2.054, 1.102], [0.370, -0.569, 0.419], [0.896, 0.213, 0.979], [0.347, 0.646, -0.584], [-0.947, 1.232, 0.845], [-0.934, -0.905, 1.107], [-0.175, 0.493, -0.694], [-2.083, 2.099, -0.760], [-0.570, 0.314, 0.403]]
}

---

# 4
{
  "formula": "C2H7NO4P",
  "method": "ωB97M-V/def2-TZVPD",
  "homo_ev": [-2.14, -5.20],
  "mol_weight_da": 140.1,
  "spin_multiplicity": 3,
  "lumo_energy_ev": [4.006, 2.453],
  "e_above_lowest_kcal_mol": 0.0,
  "max_force_ev_per_a": 4.11,
  "gap_ev": [6.150, 7.658],
  "charge": -1,
  "symbols": ["C", "C", "N", "O", "O", "O", "O", "P", "H", "H", "H", "H", "H", "H", "H"],
  "coordinates": [[1.268, -0.914, 1.040], [0.244, -0.488, 0.045], [1.279, 1.206, -0.918], [-1.996, 0.203, -1.230], [-2.309, -0.917, 1.074], [-1.506, 1.452, 0.903], [0.368, -1.254, -1.073], [-1.522, -0.042, 0.208], [0.864, -1.404, 1.994], [1.983, -1.448, 0.526], [1.713, -0.062, 1.432], [1.362, 0.688, -1.793], [-1.850, 2.105, 0.359], [0.359, 1.710, -0.911], [-0.256, -0.834, -1.658]],
  "forces_ev_per_angstrom": [[-3.132, 0.327, 1.993], [-1.953, -2.676, 2.427], [0.721, 2.372, -0.869], [1.066, -0.303, 0.739], [-0.301, -1.089, 1.121], [1.427, -1.606, 2.005], [1.055, -0.036, -0.704], [-0.435, 1.525, -1.772], [0.344, -0.015, -1.485], [1.593, -1.563, -0.790], [1.175, 1.860, 0.686], [-0.253, 0.303, -0.162], [-1.004, 1.579, -1.769], [0.887, -0.705, -0.349], [-1.189, 0.028, -1.071]]
}

---

What did the fourth record say?
{
  "formula": "C2H7NO4P",
  "method": "ωB97M-V/def2-TZVPD",
  "homo_ev": [-2.14, -5.20],
  "mol_weight_da": 140.1,
  "spin_multiplicity": 3,
  "lumo_energy_ev": [4.006, 2.453],
  "e_above_lowest_kcal_mol": 0.0,
  "max_force_ev_per_a": 4.11,
  "gap_ev": [6.150, 7.658],
  "charge": -1,
  "symbols": ["C", "C", "N", "O", "O", "O", "O", "P", "H", "H", "H", "H", "H", "H", "H"],
  "coordinates": [[1.268, -0.914, 1.040], [0.244, -0.488, 0.045], [1.279, 1.206, -0.918], [-1.996, 0.203, -1.230], [-2.309, -0.917, 1.074], [-1.506, 1.452, 0.903], [0.368, -1.254, -1.073], [-1.522, -0.042, 0.208], [0.864, -1.404, 1.994], [1.983, -1.448, 0.526], [1.713, -0.062, 1.432], [1.362, 0.688, -1.793], [-1.850, 2.105, 0.359], [0.359, 1.710, -0.911], [-0.256, -0.834, -1.658]],
  "forces_ev_per_angstrom": [[-3.132, 0.327, 1.993], [-1.953, -2.676, 2.427], [0.721, 2.372, -0.869], [1.066, -0.303, 0.739], [-0.301, -1.089, 1.121], [1.427, -1.606, 2.005], [1.055, -0.036, -0.704], [-0.435, 1.525, -1.772], [0.344, -0.015, -1.485], [1.593, -1.563, -0.790], [1.175, 1.860, 0.686], [-0.253, 0.303, -0.162], [-1.004, 1.579, -1.769], [0.887, -0.705, -0.349], [-1.189, 0.028, -1.071]]
}